127
Properties=species:S:1:pos:R:3:mulliken_charge:R:1 method="wB97M-V/def2-TZVPD" total_energy_ha=-3184.76820 lumo_ev=0.10 smiles="C[C@@H](O)CO[C@@H]1OC(=O)O[C@@]1(CCCCCCCC[Si](C)(C)c1ccccc1)[PH2]=O.CNC(C)=O.CNC(C)=O.CNC(C)=O.CNC(C)=O.CNC(C)=O"
C -1.9616 9.5562 -3.8759 -1.046
C -0.5166 9.5323 -3.0706 0.310
O -0.7438 9.1933 -1.6340 -0.581
C 0.4599 8.3277 -3.6828 -0.597
O 0.6405 7.3162 -2.6259 -0.183
C 0.8681 5.9942 -3.2716 -0.092
O -0.3433 5.4365 -3.9475 -0.335
C -1.2344 5.2093 -2.7736 0.516
O -2.5768 5.3427 -2.6804 -0.616
O -0.3745 4.8325 -1.6358 -0.376
C 1.0258 4.7652 -2.1498 0.517
C 2.0582 5.0148 -0.8810 -0.843
C 1.8781 3.7331 0.1590 -0.138
C 2.3312 4.2095 1.6826 -0.764
C 3.1580 3.0285 2.5095 -0.651
C 2.2756 1.6232 2.6469 -0.010
C 1.9375 1.2043 4.1955 -0.502
C 2.0628 -0.3960 4.5277 -0.626
C 1.5142 -1.3976 3.3516 -0.386
Si -0.3999 -1.7427 3.4304 0.146
C -1.0862 -1.8726 5.2393 -0.828
C -1.4053 -0.5117 2.3113 -0.856
C -0.6241 -3.5352 2.6586 0.588
C 0.1396 -4.8290 3.3704 -0.354
C 0.0822 -6.3694 2.8125 -0.201
C -0.7969 -6.6993 1.4586 -0.480
C -1.5799 -5.4280 0.7445 -0.409
C -1.5163 -3.8609 1.3221 -0.282
P 1.5208 3.1604 -3.0609 0.536
O 2.1320 3.4384 -4.5179 -0.782
H -2.1212 8.5895 -4.5518 0.266
H -2.0082 10.5194 -4.5751 0.275
H -2.8052 9.6069 -3.0631 0.281
H 0.0326 10.5741 -3.1865 0.347
H -1.4867 8.5093 -1.6051 0.307
H 1.5211 8.7900 -3.9099 0.224
H -0.0460 7.9292 -4.6633 0.284
H 1.8678 6.0306 -3.8832 0.494
H 3.1624 4.9804 -1.3194 0.312
H 1.8995 6.0502 -0.3593 0.420
H 2.6016 2.8803 -0.2574 0.154
H 0.7565 3.3519 0.1940 0.288
H 3.1076 5.0992 1.5083 0.338
H 1.4364 4.6097 2.3251 0.236
H 3.4881 3.4323 3.5783 0.346
H 4.1570 2.8127 1.8924 0.250
H 2.8728 0.8111 2.0471 0.287
H 1.2265 1.8761 2.1365 -0.114
H 0.8912 1.6345 4.5757 0.214
H 2.7481 1.7522 4.8793 0.315
H 1.3915 -0.6071 5.4879 0.198
H 3.1584 -0.7430 4.8377 0.315
H 2.0273 -2.4565 3.5531 0.271
H 1.8163 -1.1011 2.2607 0.263
H -0.7473 -2.8828 5.7398 0.172
H -2.2633 -1.9215 5.1484 0.295
H -0.8168 -0.9150 5.8572 0.312
H -0.6962 -0.0972 1.4767 0.166
H -1.7774 0.3560 3.0248 0.262
H -2.3238 -1.0646 1.8233 0.306
H 0.7845 -4.6333 4.3532 0.130
H 0.7013 -7.2100 3.3891 0.365
H -0.8202 -7.8041 1.0342 0.261
H -2.1999 -5.6838 -0.2428 0.228
H -2.1055 -3.0176 0.7638 0.123
H 0.3499 2.3066 -3.2518 0.042
H 2.5048 2.3512 -2.3705 0.031
C -2.0866 2.2385 -7.7596 -0.800
N -2.0002 0.9114 -7.1995 -0.130
C -0.9070 0.2868 -6.6747 0.771
C 0.3950 1.0388 -6.6568 -0.920
O -1.0066 -0.8561 -6.2355 -0.695
H -2.8265 2.8015 -7.1853 0.228
H -2.4273 2.1485 -8.7940 0.303
H -1.1312 2.7642 -7.7359 0.309
H -2.8382 0.3421 -7.1764 0.256
H 1.1716 0.4116 -6.2095 0.267
H 0.6969 1.2877 -7.6770 0.365
H 0.2944 1.9458 -6.0556 0.087
C -4.6561 3.0121 -3.7793 -0.492
N -5.4047 1.9815 -3.1011 -0.126
C -5.3482 0.6324 -3.2939 0.603
C -4.3992 0.1072 -4.3354 -0.964
O -6.0604 -0.1124 -2.6252 -0.682
H -4.0853 3.5656 -3.0296 0.264
H -5.3680 3.6877 -4.2599 0.277
H -3.9752 2.6078 -4.5293 0.033
H -6.0658 2.2578 -2.3844 0.222
H -4.4672 -0.9840 -4.3727 0.350
H -4.6659 0.5038 -5.3180 0.241
H -3.3731 0.3809 -4.0779 0.285
C 0.6103 -12.1957 4.6749 -0.849
N 0.6997 -10.9560 3.9418 -0.158
C 1.5048 -9.8838 4.1926 0.808
C 2.4335 -9.9590 5.3729 -1.325
O 1.4557 -8.8969 3.4628 -0.716
H 0.8456 -13.0131 3.9889 0.288
H -0.4178 -12.3075 5.0279 0.282
H 1.2923 -12.2273 5.5256 0.325
H 0.1038 -10.8305 3.1319 0.234
H 3.0090 -9.0314 5.4430 0.286
H 1.8581 -10.0790 6.2941 0.379
H 3.1315 -10.7902 5.2468 0.368
C -4.7371 -5.2648 8.8885 -0.830
N -3.5460 -5.2871 8.0740 -0.151
C -2.5506 -4.3568 8.0096 0.748
C -2.6673 -3.1365 8.8804 -1.313
O -1.5967 -4.5315 7.2554 -0.626
H -4.7289 -6.1527 9.5255 0.285
H -5.6033 -5.3074 8.2237 0.280
H -4.7999 -4.3713 9.5110 0.317
H -3.3967 -6.0789 7.4595 0.248
H -1.8003 -2.4893 8.7184 0.257
H -3.5694 -2.5771 8.6210 0.363
H -2.6881 -3.4292 9.9330 0.421
C 5.9363 1.8243 -4.3782 -0.947
N 4.7598 1.6800 -5.2013 0.026
C 4.5211 0.7575 -6.1773 0.880
C 5.5921 -0.2577 -6.4664 -1.419
O 3.4558 0.7744 -6.7889 -0.601
H 5.6327 1.7281 -3.3328 0.262
H 6.3449 2.8243 -4.5431 0.307
H 6.6985 1.0779 -4.6057 0.379
H 3.9932 2.3286 -5.0650 0.144
H 5.2562 -0.9232 -7.2670 0.298
H 6.5047 0.2453 -6.7954 0.377
H 5.7868 -0.8595 -5.5754 0.383